(1)
{
  "formula": "C2H2ClF2P",
  "method": "the ωB97M-V functional and the def2-TZVPD basis",
  "elements": ["C", "C", "F", "F", "P", "Cl", "H", "H"],
  "coordinates": [[-0.3618, 0.4382, 0.0299], [0.4498, -0.9557, 0.1930], [-0.3580, -1.9911, 0.0111], [1.4814, -0.9468, -0.6978], [0.5178, 1.7449, -0.5333], [-1.9774, 0.3860, 0.4385], [0.8027, -1.2346, 1.2459], [-0.5544, 2.5592, -0.6873]],
  "forces_ev_per_angstrom": [[2.57, -1.42, -0.26], [-0.13, 1.48, 2.22], [-0.98, -0.97, -1.47], [-0.49, -0.29, 0.42], [1.03, -1.08, -0.07], [-1.12, -0.21, 0.30], [0.33, 1.47, -1.23], [-1.19, 1.01, 0.09]],
  "mulliken_charge": [0.17, 0.30, -0.23, -0.22, -0.04, -0.14, 0.16, 0.00],
  "smiles": "[H]/P=C(\\Cl)C(F)F",
  "lumo_ev": -0.5,
  "max_force_ha_per_bohr": 0.057,
  "total_energy_ha": -1078.62338
}


(2)
{
  "formula": "C2H7BO3",
  "method": "the ωB97M-V functional and the def2-TZVPD basis",
  "elements": ["B", "C", "C", "O", "O", "O", "H", "H", "H", "H", "H", "H", "H"],
  "coordinates": [[-2.2333, -0.0727, -0.0620], [1.3811, -0.3670, -0.2189], [0.0903, 0.2679, 0.2567], [-0.9976, -0.6041, 0.1488], [-3.3453, -0.9553, 0.0069], [-2.5280, 1.2675, -0.2272], [1.9615, -1.1028, 0.4423], [1.2716, -0.7647, -1.2013], [2.2051, 0.4773, -0.1899], [0.1947, 0.6976, 1.3568], [-0.0765, 1.2691, -0.2698], [-3.0657, -1.8351, 0.2086], [-2.0696, 1.9789, 0.2014]],
  "forces_ev_per_angstrom": [[-1.94, -0.38, 0.83], [2.97, 1.48, 1.82], [0.92, 2.40, 1.97], [0.09, 0.11, -0.12], [1.09, 2.02, -0.54], [-0.68, -0.91, -0.39], [-1.71, 0.54, -0.65], [0.08, -0.24, -0.76], [-1.68, -1.29, -0.62], [-0.13, -1.33, -1.71], [0.12, -1.56, -0.05], [0.32, -0.85, 0.08], [0.55, 0.01, 0.14]],
  "mulliken_charge": [0.69, -1.04, -0.11, -0.44, -0.51, -0.54, 0.27, 0.31, 0.29, 0.26, 0.22, 0.29, 0.31],
  "smiles": "CCOB(O)O",
  "lumo_ev": 0.5,
  "max_force_ha_per_bohr": 0.074,
  "total_energy_ha": -331.09415
}


(3)
{
  "formula": "C15H7Co2N3O6",
  "method": "the ωB97M-V functional and the def2-TZVPD basis",
  "elements": ["O", "C", "Co", "C", "O", "C", "O", "C", "C", "C", "C", "C", "C", "C", "C", "C", "Co", "C", "O", "C", "O", "C", "O", "H", "H", "H", "H", "H", "H", "H", "N", "N", "N"],
  "coordinates": [[4.3247, 0.8606, 2.1574], [3.1981, 0.6505, 1.9932], [1.4857, 0.2266, 1.8962], [1.4206, -1.3073, 2.7031], [1.3682, -2.3644, 3.1736], [0.6388, 1.2565, 3.0556], [0.1047, 1.8527, 3.8901], [1.0947, -0.5312, 0.0901], [1.6937, -1.7858, -0.4063], [3.0756, -1.9787, -0.2498], [3.6551, -3.1965, -0.5973], [2.8761, -4.2244, -1.1429], [1.5132, -4.0028, -1.3779], [0.9247, -2.7800, -1.0512], [-0.2170, -0.0699, -0.2467], [-1.4799, -0.5390, -0.5648], [1.0242, 1.2077, -0.3155], [2.7128, 1.6523, -0.4013], [3.8030, 1.9820, -0.6014], [0.3496, 2.5515, 0.7225], [-0.0098, 3.5625, 1.1641], [0.5517, 1.8848, -1.9097], [0.3497, 2.3739, -2.9402], [3.6781, -1.1559, 0.1510], [4.7228, -3.3298, -0.4488], [3.3291, -5.1881, -1.4038], [0.9037, -4.7738, -1.8362], [-0.1246, -2.5862, -1.2702], [-2.1042, 0.1294, -1.1763], [-1.7234, -1.6106, -0.4661], [-3.6054, -0.2653, -0.2256], [-4.1448, -1.0985, 0.4333], [-4.6744, -1.9322, 1.0892]],
  "forces_ev_per_angstrom": [[-0.42, -0.07, 0.02], [1.09, -0.08, 0.47], [0.89, 0.52, 0.35], [-0.89, -0.98, -0.51], [0.33, 0.85, -0.03], [-0.90, 0.00, 0.64], [0.43, -0.18, -0.33], [-1.98, -2.22, 1.04], [0.15, 0.38, -0.52], [-0.11, -0.48, -0.14], [-0.18, 0.14, -0.11], [-0.12, 0.01, -0.03], [0.34, 0.34, 0.01], [0.53, 0.01, 0.41], [-2.64, -4.71, -0.19], [4.19, 1.63, -1.37], [0.58, 5.35, -0.82], [1.78, 0.64, -1.10], [-0.91, -0.36, 0.37], [-0.45, 1.48, 0.15], [0.44, -1.57, -0.42], [0.21, 0.23, -1.12], [0.04, -0.73, 1.48], [-0.25, -0.44, -0.05], [-0.05, -0.10, -0.04], [-0.15, 0.37, 0.12], [0.05, -0.05, 0.01], [0.32, -0.06, 0.17], [1.00, -0.79, 0.30], [0.01, 0.81, 0.12], [-3.70, -1.07, 1.89], [-0.43, 0.36, -0.05], [0.78, 0.77, -0.75]],
  "mulliken_charge": [-0.41, -0.01, 0.05, 0.12, -0.44, 0.14, -0.45, 1.70, 0.69, -0.29, -0.65, -0.42, -0.66, -0.45, -0.15, -0.94, 0.00, 0.43, -0.42, 0.05, -0.40, 0.01, -0.44, 0.22, 0.35, 0.31, 0.37, 0.24, 0.19, 0.31, -0.82, 0.45, -0.66],
  "total_charge": -2,
  "lumo_ev": 5.0,
  "max_force_ha_per_bohr": 0.106,
  "total_energy_ha": -3956.90729
}


What did the second record say?
{
  "formula": "C2H7BO3",
  "method": "the ωB97M-V functional and the def2-TZVPD basis",
  "elements": ["B", "C", "C", "O", "O", "O", "H", "H", "H", "H", "H", "H", "H"],
  "coordinates": [[-2.2333, -0.0727, -0.0620], [1.3811, -0.3670, -0.2189], [0.0903, 0.2679, 0.2567], [-0.9976, -0.6041, 0.1488], [-3.3453, -0.9553, 0.0069], [-2.5280, 1.2675, -0.2272], [1.9615, -1.1028, 0.4423], [1.2716, -0.7647, -1.2013], [2.2051, 0.4773, -0.1899], [0.1947, 0.6976, 1.3568], [-0.0765, 1.2691, -0.2698], [-3.0657, -1.8351, 0.2086], [-2.0696, 1.9789, 0.2014]],
  "forces_ev_per_angstrom": [[-1.94, -0.38, 0.83], [2.97, 1.48, 1.82], [0.92, 2.40, 1.97], [0.09, 0.11, -0.12], [1.09, 2.02, -0.54], [-0.68, -0.91, -0.39], [-1.71, 0.54, -0.65], [0.08, -0.24, -0.76], [-1.68, -1.29, -0.62], [-0.13, -1.33, -1.71], [0.12, -1.56, -0.05], [0.32, -0.85, 0.08], [0.55, 0.01, 0.14]],
  "mulliken_charge": [0.69, -1.04, -0.11, -0.44, -0.51, -0.54, 0.27, 0.31, 0.29, 0.26, 0.22, 0.29, 0.31],
  "smiles": "CCOB(O)O",
  "lumo_ev": 0.5,
  "max_force_ha_per_bohr": 0.074,
  "total_energy_ha": -331.09415
}